{
  "formula": "C4H7O2",
  "method": "wB97M-V/def2-TZVPD",
  "multiplicity": 2,
  "gap_ev": [10.077, 8.592],
  "homo_energy_ha": [-0.3389, -0.3655],
  "species": ["O", "C", "C", "C", "C", "O", "H", "H", "H", "H", "H", "H", "H"],
  "xyz": [[1.024, 2.693, 1.010], [0.857, 1.748, 0.230], [0.840, 0.417, 0.717], [0.536, -0.824, -0.044], [-0.841, -0.720, -0.760], [-1.905, -1.207, 0.062], [0.758, 1.979, -0.842], [-2.060, -0.639, 0.816], [0.911, 0.347, 1.800], [1.265, -0.979, -0.852], [0.556, -1.733, 0.548], [-1.095, 0.294, -1.067], [-0.846, -1.376, -1.618]],
  "mulliken_charge": [-0.4958, -0.0349, -0.2948, -0.4025, -0.4111, -0.5266, 0.3640, 0.2952, 0.3350, 0.2678, 0.2927, 0.2963, 0.3146]
}